Record 1
101
Properties=species:S:1:pos:R:3:forces:R:3:mulliken_charge:R:1 method="wB97M-V/def2-TZVPD" multiplicity=1 total_charge=-1 homo_ev="-4.3 / -4.3" de_lowest_kj_mol=41.03 gap_ev="4.70 / 4.70" lumo_ev="0.4 / 0.4"
Ba 15.04849 12.80875 18.67590 0.897 -0.053 -0.240 1.0020
C 15.81822 9.92415 22.64617 -0.400 -1.515 -0.579 -1.0571
C 16.14821 10.60336 23.80262 0.454 -0.004 0.496 -0.3897
C 16.48345 11.90410 23.69039 0.110 2.572 -1.328 -1.0998
C 16.51015 12.55308 22.39527 -0.644 -1.402 0.046 0.0917
N 16.01266 11.89567 21.32210 0.601 0.123 -0.099 1.0848
C 15.72595 10.59760 21.44468 0.051 0.600 1.184 -0.3788
N 17.09538 13.76344 22.24286 -0.341 1.830 -0.723 -0.5842
C 16.62283 14.68442 21.41726 0.297 -0.863 0.887 0.0268
N 15.41707 14.70200 20.77556 0.118 -0.742 0.268 -0.3271
C 15.21881 15.95628 20.30054 -0.210 0.209 0.627 -0.0204
N 14.13420 16.39556 19.80502 -0.345 0.834 -0.855 -0.6169
C 13.04345 15.61221 19.62821 -2.217 -1.471 -0.150 0.5556
C 12.01436 15.54770 20.61691 0.431 -0.039 -0.617 -0.6447
C 10.91150 14.73078 20.49058 -0.435 0.660 -0.083 -0.2478
C 10.72325 14.05082 19.27705 0.235 -0.108 -0.015 -0.8349
C 11.68114 14.23267 18.30227 1.109 0.241 0.851 -0.2727
N 12.83585 14.91778 18.48893 0.210 0.199 -0.081 -0.2023
C 16.39214 16.80777 20.54654 0.269 -0.270 0.079 -0.0429
C 16.73091 18.09036 20.23032 1.201 1.069 -0.093 -0.2709
C 18.05685 18.52040 20.46702 -0.610 0.366 -0.718 -0.5277
C 18.98271 17.68392 21.07076 -2.148 0.142 -0.416 -1.0820
C 18.56847 16.43604 21.48609 0.606 -0.701 1.099 0.1160
C 17.29223 16.00574 21.20562 0.648 -0.636 0.164 0.5017
H 15.61823 8.85599 22.67370 -0.025 0.148 -0.042 0.4457
H 16.25869 10.16837 24.79177 -0.406 -0.385 -0.238 0.4338
H 16.65191 12.58148 24.51472 0.413 -0.278 0.274 0.4907
H 15.36401 10.11686 20.56067 -0.136 -0.455 -0.475 0.4046
H 12.14751 16.18643 21.44917 0.022 0.385 0.963 0.5156
H 10.14759 14.74812 21.29455 0.593 -0.297 -0.600 0.3882
H 9.94231 13.32615 19.08488 -0.317 0.292 0.145 0.5836
H 11.62597 13.74523 17.34333 -0.211 -0.172 -0.238 0.5590
H 16.05011 18.80049 19.81946 -0.558 0.139 -0.452 0.5783
H 18.38046 19.51526 20.10084 -0.365 -0.639 0.424 0.3196
H 19.92366 18.08122 21.24271 1.847 0.273 0.400 0.5159
H 19.23148 15.83170 22.10170 -0.083 -0.176 -0.384 0.4560
N 12.64785 14.52913 8.32705 -0.652 0.344 -1.670 -0.5504
C 12.97041 14.33606 9.39944 0.271 0.113 0.617 -0.0522
C 13.45829 14.04625 10.68846 0.416 0.030 0.646 0.6860
C 14.80464 13.70707 10.81900 0.461 -0.591 -1.118 -0.7606
C 15.24735 13.22712 12.02156 0.776 0.430 1.100 -0.1301
C 14.44229 13.31140 13.16340 0.509 -1.095 -0.433 -0.9941
C 13.10918 13.62794 13.00594 -0.514 0.680 1.125 0.1853
C 12.61227 14.03542 11.79194 0.121 -0.277 -0.867 -0.9318
C 15.06644 13.06701 14.50574 -0.245 0.464 -0.404 1.6011
C 15.37487 14.24653 15.14187 -0.251 -1.510 0.635 -0.0635
C 15.39539 15.54677 14.58937 0.092 0.131 -0.210 -1.1111
C 15.94942 16.33343 15.53294 0.101 0.492 0.715 -1.3860
C 16.16945 15.49279 16.69779 -0.100 1.759 0.313 -0.1083
N 15.82447 14.26784 16.45673 0.024 -0.214 0.445 0.8454
C 15.32549 11.73660 14.90698 -0.366 -0.092 0.251 0.0497
C 15.00955 10.60080 14.13500 0.191 0.529 0.604 -0.7775
C 15.38600 9.50255 14.86986 -0.625 -1.377 -1.351 -1.1137
C 15.87665 10.00120 16.05976 0.003 1.367 -0.287 -0.7654
N 15.86445 11.33530 16.10532 -0.232 0.233 0.679 -0.4761
H 15.49118 13.74470 9.94452 -0.727 -0.074 0.694 0.3782
H 16.27238 12.88984 12.18515 -0.193 0.195 -0.287 0.4411
H 12.46324 13.66898 13.88297 0.163 -0.058 -0.124 0.4745
H 11.59061 14.33121 11.62554 -0.251 -0.058 0.268 0.4678
H 15.07334 15.79420 13.60376 -0.033 0.258 -0.432 0.5348
H 16.13094 17.38831 15.45866 0.122 0.231 0.076 0.4519
H 16.46113 15.91101 17.69782 -0.065 -0.827 -1.003 0.2196
H 14.53690 10.68171 13.21142 -0.575 -0.278 -1.529 0.7016
H 15.30959 8.46210 14.53050 0.083 0.482 0.384 0.3801
H 16.23275 9.45663 16.86310 0.776 -1.021 1.528 0.6928
O 7.69687 9.65837 18.28526 0.047 0.034 0.685 -0.5788
N 8.20022 9.34026 19.35677 -0.156 -0.778 -0.534 0.9575
O 7.79114 8.42936 20.06516 0.196 0.822 -0.127 -0.5856
C 9.43873 10.03144 19.72777 1.042 0.028 0.653 0.3139
C 9.63774 10.34147 21.05571 0.794 0.511 -1.520 -1.2572
C 10.80911 11.08018 21.48702 -0.395 -0.124 -3.215 1.4736
C 10.90172 11.75772 22.69350 0.356 -1.167 0.469 -0.9962
C 12.03672 12.47261 22.91761 0.099 0.306 0.041 -1.2235
C 12.98955 12.61168 21.89032 0.939 1.924 1.561 0.0624
N 12.86308 12.08199 20.73168 -0.209 -0.848 -1.942 0.9257
C 11.77246 11.33248 20.46967 0.046 0.123 1.155 -0.8413
C 11.62282 10.85310 19.10757 1.138 -0.109 -0.375 -0.5821
N 12.69255 11.02750 18.28977 -0.511 -0.478 -1.507 0.5989
C 12.57231 10.58416 17.02214 1.567 0.081 0.799 0.2579
C 11.46509 9.92194 16.51441 -1.014 0.645 -0.389 -1.0019
C 10.36415 9.78907 17.31931 0.063 -0.359 0.335 -1.0065
C 10.47020 10.22605 18.66406 -1.961 -0.344 1.129 1.2178
H 8.92478 10.16542 21.81586 -1.007 -0.465 0.328 0.5004
H 10.13775 11.52044 23.42379 0.047 0.488 0.263 0.4630
H 12.21407 12.97344 23.84048 0.042 0.307 0.552 0.5564
H 13.85713 13.32900 21.98654 -0.869 -1.007 0.173 0.0532
H 13.45518 10.64666 16.36141 -0.335 0.355 0.519 0.1895
H 11.40924 9.69373 15.44669 0.219 -0.227 0.474 0.4555
H 9.46979 9.30745 16.93019 0.139 0.229 0.298 0.4946
F 21.40821 9.60649 21.33238 -0.436 -0.818 -0.244 -0.3333
C 20.63988 10.46963 20.64710 0.212 -0.505 -0.170 0.5862
C 19.58421 10.15762 19.79713 -0.809 -0.465 0.934 -0.0765
F 19.11420 8.87458 19.77617 0.419 0.476 -0.447 -0.3308
C 18.84421 11.18826 19.23800 1.899 1.305 0.755 -0.6455
F 17.89718 10.89154 18.38584 -1.358 -0.652 -0.582 -0.0561
C 19.14938 12.58219 19.44334 -0.905 -1.355 -0.788 0.6802
S 18.18360 13.76484 18.58793 0.415 -0.076 0.497 -0.2380
C 20.23904 12.79130 20.26493 -0.350 0.680 -0.046 0.1560
F 20.63931 14.02830 20.58283 0.023 0.327 -0.119 -0.3770
C 20.95970 11.76914 20.82182 0.745 1.009 0.617 0.1789
F 21.99890 12.07120 21.63006 -0.076 -0.013 -0.073 -0.3500

---

Record 2
103
Properties=species:S:1:pos:R:3:forces:R:3:mulliken_charge:R:1 method="wB97M-V/def2-TZVPD" multiplicity=1 total_charge=-1 homo_ev=-4.5 de_lowest_kj_mol=30.67 gap_ev=6.36 lumo_ev=1.9
Pb -0.74469 -0.98434 0.04660 -0.026 0.521 -0.418 1.3049
O 0.63944 1.56124 0.91036 -0.100 -0.039 -0.177 1.0563
N 1.80754 1.20148 1.51856 0.061 -0.094 0.497 0.5959
C 2.95349 1.78160 1.07616 -0.085 -0.038 -0.027 -0.4496
C 4.12646 1.54483 1.71236 0.123 0.010 0.068 -0.9985
C 4.12297 0.67680 2.82311 -0.012 -0.052 0.004 -0.4731
C 2.97933 0.03416 3.19068 0.039 0.074 -0.041 -1.1095
C 1.74677 0.23733 2.50731 -0.132 0.098 -0.354 0.3128
S 0.34541 -0.62562 2.83072 0.052 0.203 0.234 -0.3717
H 2.84850 2.42136 0.21473 -0.062 0.006 -0.023 0.4027
H 5.03250 2.01001 1.35297 -0.037 -0.018 -0.010 0.4473
H 5.04314 0.49925 3.36688 -0.034 -0.044 -0.027 0.4613
H 2.95744 -0.67825 4.00224 0.010 0.013 0.001 0.5412
Br 0.05297 3.22764 -3.96650 -0.261 -0.170 -0.535 -0.1903
C -0.11204 1.36859 -4.32008 -0.070 -0.109 0.087 0.0247
C -0.05494 0.94394 -5.64596 -0.009 -0.155 0.090 -0.4732
C -0.12756 -0.39077 -5.94767 0.033 0.141 -0.143 -0.1283
Br 0.00762 -0.91793 -7.77787 -0.017 0.003 0.073 -0.2992
C -0.27612 -1.35373 -4.92650 -0.062 -0.050 0.177 1.0765
C -0.31162 -2.74935 -5.14841 0.008 0.035 0.026 -0.7552
C -0.42331 -3.60955 -4.09429 -0.034 -0.025 -0.035 -1.1590
C -0.54152 -3.08180 -2.79904 -0.133 0.083 0.123 -0.4573
N -0.54291 -1.79032 -2.55742 0.158 -0.078 -0.122 0.3590
C -0.38060 -0.90943 -3.57870 0.033 -0.223 -0.141 -0.5864
C -0.25998 0.50283 -3.20885 0.096 0.187 -0.070 -0.1113
O -0.25754 0.87005 -2.00475 0.026 0.033 0.066 0.1555
H 0.06231 1.67407 -6.43562 0.001 -0.007 0.022 0.4218
H -0.23541 -3.12094 -6.16070 0.011 -0.011 -0.022 0.2996
H -0.43237 -4.68146 -4.24406 0.006 0.022 0.014 0.4212
H -0.63461 -3.73243 -1.93219 0.022 0.037 -0.072 0.5679
N 0.68949 -2.68754 0.13927 -0.013 -0.354 0.158 -0.6111
C 1.85126 -3.15233 0.17545 -0.001 0.177 -0.090 -0.3219
C 2.10451 -4.58650 0.59182 -0.051 0.072 -0.008 0.4947
C 3.08200 -5.37878 -0.00414 0.004 -0.023 -0.004 -0.1142
C 3.23541 -6.71000 0.36658 -0.004 0.016 0.007 -0.7500
C 2.42482 -7.25600 1.35165 -0.027 0.002 0.011 -0.4172
C 1.45096 -6.46849 1.95721 -0.004 0.030 -0.013 -0.6251
C 1.28771 -5.14589 1.57335 0.011 0.019 -0.013 -0.5356
C 3.06601 -2.32981 -0.20395 0.023 -0.007 0.060 0.3556
C 2.94499 -1.37475 -1.21263 -0.049 0.035 -0.020 -0.1269
C 4.02954 -0.59375 -1.58577 0.027 0.008 0.029 -0.6385
C 5.25249 -0.74579 -0.94007 -0.054 -0.001 0.006 -0.4733
C 5.37646 -1.67526 0.08419 -0.008 -0.007 0.000 -0.9457
C 4.29249 -2.46887 0.44310 0.016 0.025 -0.033 -0.0051
H 3.71857 -4.95658 -0.77384 -0.007 -0.005 0.025 0.4590
H 3.99016 -7.32288 -0.11270 -0.015 0.026 -0.008 0.3848
H 2.54700 -8.29313 1.64372 0.001 0.044 -0.004 0.3710
H 0.81409 -6.88806 2.72792 0.025 0.012 -0.032 0.3992
H 0.52159 -4.51749 2.01449 0.020 -0.043 -0.020 0.4679
H 1.98402 -1.25700 -1.70560 0.062 0.002 0.026 0.2615
H 3.92028 0.13301 -2.38345 -0.008 -0.034 0.024 0.4911
H 6.10300 -0.14105 -1.23408 -0.024 -0.008 0.015 0.4295
H 6.32328 -1.78929 0.60162 -0.037 -0.001 -0.018 0.3988
H 4.39850 -3.20244 1.23464 -0.005 0.016 -0.022 0.5076
C -0.07730 3.47229 5.88400 -0.015 0.011 -0.044 -0.5634
C 1.13274 3.49274 5.20179 -0.009 0.007 0.099 -0.9136
C 1.14372 3.45398 3.81738 0.066 -0.069 -0.103 0.0548
C -0.04785 3.38480 3.08483 0.135 -0.086 0.015 0.6899
C -1.25506 3.39314 3.78769 0.047 -0.017 0.068 -0.3791
C -1.26999 3.43221 5.17533 0.032 0.023 0.023 -0.6902
Si -0.03315 3.12125 1.24257 0.047 0.030 -0.192 -0.7379
C -1.72612 3.08993 0.50907 -0.083 -0.076 0.064 0.4431
C -2.65042 2.10583 0.88123 0.062 -0.003 0.026 -0.0400
C -3.93707 2.11133 0.36376 0.013 0.017 0.010 -0.9754
C -4.32238 3.11052 -0.52281 0.013 -0.032 0.026 -0.6446
C -3.42469 4.10421 -0.88517 0.043 -0.001 -0.021 -0.6911
C -2.13357 4.09316 -0.37335 -0.015 -0.010 -0.021 -0.3804
C 1.08003 4.29058 0.31577 0.085 0.096 0.060 -0.0107
C 1.18151 4.09369 -1.06850 -0.025 -0.086 0.165 1.1716
C 2.08240 4.82948 -1.82392 0.094 0.117 0.081 -0.2866
C 2.89873 5.77299 -1.20497 -0.073 -0.061 0.022 -0.7609
C 2.79420 5.99224 0.16163 0.021 0.032 0.013 -0.7352
C 1.88612 5.25750 0.91570 -0.059 0.043 0.051 -0.4438
H -0.09000 3.48518 6.96722 0.001 0.004 -0.021 0.3717
H 2.06683 3.52550 5.75117 -0.036 0.008 -0.026 0.4142
H 2.10139 3.46242 3.30037 -0.067 -0.045 0.048 0.3340
H -2.19397 3.35426 3.24965 0.003 -0.036 -0.013 0.3906
H -2.21487 3.41495 5.70464 0.019 0.012 -0.016 0.4067
H -2.37180 1.32598 1.58726 -0.026 -0.012 -0.080 0.8089
H -4.63459 1.33719 0.65579 -0.002 -0.058 -0.021 0.3862
H -5.32568 3.11169 -0.93254 0.025 -0.009 0.016 0.4207
H -3.72334 4.88247 -1.57821 0.012 -0.036 0.029 0.4027
H -1.43748 4.87092 -0.67191 -0.044 -0.064 0.004 0.2936
H 0.55259 3.34843 -1.55566 0.235 0.074 0.248 -0.3976
H 2.14989 4.66517 -2.89279 0.022 -0.008 0.082 0.3685
H 3.61245 6.34037 -1.79084 -0.019 -0.008 0.008 0.3781
H 3.42217 6.73438 0.64096 -0.022 -0.014 -0.005 0.4115
H 1.80182 5.44097 1.98314 0.047 0.000 -0.075 0.4178
O -8.23012 -3.55283 -1.97526 -0.005 -0.001 -0.050 -0.4818
C -8.15937 -2.58472 -1.02200 0.092 -0.026 -0.026 0.6834
O -9.16449 -1.99411 -0.73235 -0.105 0.105 0.089 -0.5869
C -6.83266 -2.35227 -0.40047 -0.031 -0.009 -0.004 0.8760
C -6.78252 -1.63635 0.79663 0.011 0.059 0.066 -0.6319
C -5.58607 -1.42434 1.45052 0.030 -0.048 -0.087 -0.6000
C -4.36978 -1.92481 0.93993 -0.004 0.012 -0.051 0.3711
S -2.89167 -1.73738 1.83519 -0.113 -0.099 0.202 -0.3675
C -4.42725 -2.59680 -0.29467 -0.057 0.040 0.054 -0.8620
C -5.63100 -2.80963 -0.94084 0.097 -0.010 -0.053 -0.9296
H -7.37809 -3.99457 -2.04661 0.067 -0.039 0.007 0.2965
H -7.71365 -1.26099 1.20307 0.030 0.008 0.017 0.3910
H -5.55832 -0.87499 2.38403 -0.034 -0.041 -0.007 0.3665
H -3.50447 -2.96117 -0.72917 -0.021 -0.046 -0.019 0.4186
H -5.60705 -3.31739 -1.90116 0.029 -0.002 0.003 0.2001

---

| no. | F_max (eV/Å) |
| --- | --- |
| 1 | 3.2 |
| 2 | 0.7 |